P | ORCA calculation (ωB97M-V/def2-TZVPD) on C2H3ClO2 in the gas phase.

Computed properties:
Total charge: 0
Lowest unoccupied orbital energy in eV: -0.368
HOMO level in eV: -11.03
Gap between HOMO and LUMO in eV: 10.66

```
8
Properties=species:S:1:pos:R:3:lowdin_charge:R:1
C -1.044 -0.097 0.009 0.02
C 0.389 0.372 0.012 -0.65
O 0.770 1.502 -0.005 0.09
O 1.172 -0.713 0.023 -0.44
Cl 2.872 -0.455 -0.016 0.71
H -1.376 -0.171 -1.025 0.09
H -1.126 -1.073 0.477 0.08
H -1.658 0.635 0.525 0.09
```

***

Q | ORCA calculation (ωB97M-V/def2-TZVPD) on C2H3ClO2 in the gas phase.

Computed properties:
Total charge: 0
Lowest unoccupied orbital energy in eV: 0.695
HOMO level in eV: -9.58
Gap between HOMO and LUMO in eV: 10.27

```
8
Properties=species:S:1:pos:R:3:lowdin_charge:R:1
C 1.266 -0.913 0.302 0.00
C 0.064 -0.483 -0.027 -0.73
Cl -1.408 -1.059 -0.293 0.85
O -0.029 1.248 -0.067 -0.20
O -1.328 1.558 -0.027 -0.18
H 1.302 -2.003 0.357 0.08
H 1.846 -0.086 0.667 0.07
H -1.713 1.738 -0.913 0.11
```

***

R | ORCA calculation (ωB97M-V/def2-TZVPD) on 2 unconnected molecules or ions with the total composition C2H3ClO2.

Computed properties:
Total charge: 0
Lowest unoccupied orbital energy in eV: 0.351
HOMO level in eV: -9.69
Gap between HOMO and LUMO in eV: 10.05

```
8
Properties=species:S:1:pos:R:3:lowdin_charge:R:1
C -1.417 1.403 -0.743 -0.18
C 0.641 -1.187 1.082 -0.62
O -1.837 2.488 -0.565 0.03
O 1.381 -0.537 0.311 -0.03
Cl 1.233 -2.756 1.441 0.61
H -1.616 0.495 -0.216 0.05
H -0.532 1.160 -1.427 0.09
H 2.147 -1.066 0.118 0.06
```

***

Stability comparison, relative energies in eV: P 0.000; Q 3.863; R 2.104